{"formula": "C4H7N3", "method": "the ωB97M-V functional and the def2-TZVPD basis", "de_lowest_kcal_mol": 25.0, "spin_multiplicity": 1, "homo_lumo_gap_ev": 8.138, "smiles": "Nc1c[nH]c(N)c1", "fmax_ha_per_bohr": 0.042, "symbols": ["N", "C", "C", "C", "N", "C", "N", "H", "H", "H", "H", "H", "H", "H"], "coordinates": [[-2.473, -0.289, -0.030], [-1.117, -0.200, 0.192], [-0.008, -0.924, 0.488], [1.106, -0.053, 0.118], [2.442, -0.417, 0.239], [0.630, 1.132, -0.323], [-0.771, 1.102, -0.222], [-2.486, 0.443, -0.757], [-2.938, -1.183, -0.118], [0.073, -1.965, 0.784], [3.036, 0.060, -0.425], [2.589, -1.413, 0.224], [1.111, 2.025, -0.689], [-1.153, 1.757, 0.460]], "atomic_forces_ev_per_a": [[-0.12, 0.14, 0.25], [0.35, 0.37, -0.14], [-0.07, 0.10, -0.27], [0.06, 0.14, 0.11], [0.24, -0.17, -0.03], [0.42, 0.10, 0.49], [0.41, 0.07, 0.14], [-1.73, -1.25, 0.10], [0.18, 0.36, -0.26], [-0.10, 0.22, -0.15], [0.08, -0.13, 0.10], [0.11, -0.01, -0.11], [0.19, -0.13, 0.16], [-0.01, 0.18, -0.39]]}

***

{"formula": "C5H8O2", "method": "the ωB97M-V functional and the def2-TZVPD basis", "de_lowest_kcal_mol": 80.0, "spin_multiplicity": 1, "homo_lumo_gap_ev": 9.303, "smiles": "C1=CO[C@@H]2C[C@@H]2O1.[H][H]", "fmax_ha_per_bohr": 0.005, "symbols": ["C", "C", "O", "C", "C", "O", "C", "H", "H", "H", "H", "H", "H", "H", "H"], "coordinates": [[-1.320, 0.095, 1.157], [-1.465, 0.144, -0.339], [-0.587, 0.937, -1.087], [0.659, 0.399, -1.261], [1.097, -0.716, -0.679], [0.368, -1.490, 0.183], [-0.971, -1.105, 0.320], [-0.478, 0.649, 1.566], [-2.210, 0.071, 1.780], [-2.456, 0.142, -0.782], [1.280, 0.993, -1.918], [2.984, 1.768, 0.888], [2.098, -1.098, -0.836], [2.603, 1.185, 0.627], [-1.620, -1.975, 0.341]], "atomic_forces_ev_per_a": [[-0.02, 0.07, 0.15], [-0.18, -0.09, -0.02], [0.04, 0.01, 0.04], [0.17, -0.17, 0.00], [0.02, 0.15, -0.18], [0.03, 0.05, 0.03], [-0.18, -0.08, -0.03], [-0.09, -0.09, -0.09], [0.14, -0.01, -0.12], [0.15, -0.01, 0.09], [-0.06, -0.14, 0.10], [0.01, -0.03, 0.02], [-0.15, 0.10, -0.01], [0.04, 0.09, 0.04], [0.08, 0.15, -0.01]]}

***

{"formula": "C2H6N3O", "method": "the ωB97M-V functional and the def2-TZVPD basis", "de_lowest_kcal_mol": 127.8, "spin_multiplicity": 1, "homo_lumo_gap_ev": [5.068, 5.067], "fmax_ha_per_bohr": 0.087, "charge": 1, "symbols": ["C", "C", "N", "N", "N", "O", "H", "H", "H", "H", "H", "H"], "coordinates": [[-2.199, -0.382, -0.577], [-0.589, 0.712, 0.182], [-1.072, -1.211, -0.476], [-0.118, -0.480, 0.044], [2.779, 0.270, 0.502], [-1.805, 0.907, -0.311], [-2.750, -0.477, -1.563], [-3.085, -0.685, 0.179], [-0.111, 1.396, 0.787], [2.199, -0.608, 0.668], [3.577, 0.541, 1.027], [3.175, 0.015, -0.461]], "atomic_forces_ev_per_a": [[-3.29, -1.72, -1.24], [-2.97, 2.19, -0.66], [0.49, 0.49, 1.06], [-0.10, -4.15, -1.29], [-1.60, -1.81, -3.73], [2.15, 0.61, 1.92], [0.83, 0.07, 0.70], [1.94, 0.37, -1.17], [1.03, 2.10, 0.65], [1.82, 1.60, 0.92], [0.34, -0.60, 1.17], [-0.64, 0.87, 1.66]]}

***

{"formula": "C3H10NOS", "method": "the ωB97M-V functional and the def2-TZVPD basis", "de_lowest_kcal_mol": 31.3, "spin_multiplicity": 1, "homo_lumo_gap_ev": 10.137, "smiles": "[NH3+][C@H](CO)CS", "fmax_ha_per_bohr": 0.108, "charge": 1, "symbols": ["C", "O", "C", "C", "S", "N", "H", "H", "H", "H", "H", "H", "H", "H", "H", "H"], "coordinates": [[1.207, 0.644, -0.642], [0.649, 1.497, -1.657], [-0.051, 0.231, 0.155], [0.356, -0.847, 1.249], [-1.121, -1.831, 1.993], [-1.094, -0.156, -0.834], [1.924, 0.904, 0.192], [1.794, -0.154, -1.103], [1.118, 2.245, -1.856], [-0.460, 1.102, 0.642], [0.891, -0.346, 2.063], [0.757, -1.582, 0.705], [-1.926, -0.879, 2.427], [-2.010, -0.362, -0.531], [-0.953, -1.035, -1.344], [-1.081, 0.568, -1.458]], "atomic_forces_ev_per_a": [[-0.48, -0.29, 0.91], [-1.03, -2.84, 1.51], [1.28, -1.27, 1.41], [-4.54, 3.04, 1.11], [1.25, 0.10, -0.97], [0.74, -3.44, 1.03], [-0.62, 1.36, -1.17], [-0.64, -0.45, -0.28], [2.14, 2.93, -0.69], [-0.02, 0.36, 0.07], [0.25, -0.48, -0.52], [2.53, -2.95, -1.35], [-0.07, 0.72, 0.20], [-1.59, 0.46, 1.46], [1.02, 0.11, -0.10], [-0.21, 2.63, -2.63]]}

***

{"formula": "C36H38ClN2OReSb2", "method": "the ωB97M-V functional and the def2-TZVPD basis", "de_lowest_kcal_mol": 0.0, "spin_multiplicity": 2, "homo_lumo_gap_ev": [5.788, 6.214], "fmax_ha_per_bohr": 0.040, "charge": 3, "symbols": ["Re", "C", "C", "C", "Sb", "C", "C", "C", "C", "C", "C", "C", "C", "C", "C", "C", "C", "Sb", "C", "C", "C", "C", "C", "C", "C", "C", "C", "C", "C", "C", "H", "H", "H", "H", "H", "H", "H", "H", "H", "H", "H", "H", "H", "H", "H", "H", "H", "H", "H", "H", "H", "H", "H", "H", "H", "H", "C", "C", "O", "N", "C", "C", "C", "C", "C", "C", "N", "H", "H", "H", "H", "H", "H", "H", "H", "H", "H", "Cl", "C", "H", "H"], "coordinates": [[0.595, -0.200, 0.066], [0.162, 3.074, 1.821], [1.631, 3.276, 2.248], [2.608, 2.086, 2.167], [3.043, 0.775, 0.494], [5.086, 0.983, 0.145], [5.876, 1.603, 1.115], [7.211, 1.853, 0.832], [7.749, 1.468, -0.389], [6.960, 0.823, -1.336], [5.621, 0.569, -1.077], [2.403, 0.635, -1.565], [2.179, 1.544, -2.623], [1.687, 1.082, -3.825], [1.356, -0.273, -4.018], [1.590, -1.181, -3.019], [2.141, -0.736, -1.793], [0.330, 2.607, -0.264], [-0.933, 2.893, -1.917], [-1.549, 1.789, -2.504], [-2.207, 1.923, -3.719], [-2.254, 3.157, -4.354], [-1.637, 4.254, -3.774], [-0.970, 4.131, -2.559], [1.675, 4.218, -0.538], [3.055, 4.188, -0.735], [3.767, 5.380, -0.794], [3.111, 6.595, -0.643], [1.743, 6.623, -0.410], [1.022, 5.436, -0.350], [-0.420, 3.985, 1.932], [-0.347, 2.264, 2.333], [1.606, 3.563, 3.304], [2.048, 4.129, 1.730], [2.279, 1.282, 2.828], [3.597, 2.407, 2.479], [5.487, 1.882, 2.083], [7.831, 2.339, 1.574], [8.792, 1.665, -0.601], [7.390, 0.514, -2.280], [5.020, 0.066, -1.823], [2.410, 2.590, -2.530], [1.552, 1.783, -4.642], [0.969, -0.604, -4.974], [1.432, -2.241, -3.191], [2.568, -1.473, -1.127], [-1.524, 0.827, -2.028], [-2.688, 1.065, -4.174], [-2.771, 3.263, -5.300], [-1.672, 5.218, -4.265], [-0.491, 5.001, -2.145], [3.609, 3.262, -0.819], [4.838, 5.356, -0.954], [3.668, 7.521, -0.694], [1.234, 7.568, -0.267], [-0.042, 5.489, -0.139], [-3.698, -0.297, 0.825], [-2.491, -0.731, 0.064], [-1.438, 0.004, 0.072], [-2.513, -1.842, -0.629], [-1.416, -2.278, -1.493], [-0.364, -3.068, -0.765], [-0.386, -4.445, -0.754], [0.623, -5.149, -0.107], [1.648, -4.442, 0.495], [1.615, -3.063, 0.458], [0.621, -2.371, -0.144], [-3.577, 0.733, 1.147], [-3.814, -0.934, 1.707], [-4.599, -0.392, 0.217], [-3.357, -2.400, -0.589], [-0.972, -1.399, -1.956], [-1.840, -2.877, -2.294], [-1.185, -4.970, -1.265], [0.611, -6.232, -0.086], [2.470, -4.941, 0.991], [2.390, -2.477, 0.928], [1.572, -1.179, 3.130], [0.237, -0.649, 2.067], [-0.212, 0.242, 2.507], [-0.494, -1.456, 2.074]], "atomic_forces_ev_per_a": [[-0.59, 0.68, -1.87], [0.10, 0.08, -0.20], [-0.17, -0.18, 0.39], [-0.31, 0.26, -0.23], [0.04, 0.18, 0.72], [0.32, -0.29, 0.24], [0.08, -0.14, -0.20], [0.01, -0.01, 0.01], [-0.04, -0.01, 0.00], [-0.01, -0.02, 0.00], [0.14, 0.12, 0.15], [0.09, -0.09, -0.19], [-0.34, -0.33, -0.26], [0.03, 0.20, 0.10], [0.01, -0.04, 0.02], [0.01, 0.01, -0.05], [0.07, 0.07, -0.11], [0.15, -0.48, -0.01], [-0.31, 0.24, -0.11], [-0.08, 0.32, -0.25], [0.01, -0.07, 0.06], [-0.01, -0.01, -0.02], [0.03, 0.05, 0.06], [-0.20, -0.20, -0.15], [0.14, -0.11, -0.22], [-0.21, 0.18, 0.01], [0.01, 0.00, 0.01], [0.04, 0.01, 0.00], [-0.06, -0.06, 0.03], [0.28, 0.21, 0.00], [0.06, 0.06, 0.15], [-0.01, 0.02, 0.13], [0.02, -0.07, 0.03], [0.03, 0.08, 0.02], [0.05, 0.08, 0.16], [0.00, 0.14, 0.14], [-0.01, 0.02, 0.01], [0.00, -0.01, -0.02], [-0.02, -0.01, 0.00], [0.00, 0.01, 0.01], [-0.03, 0.03, -0.01], [0.05, 0.19, 0.10], [0.04, -0.04, 0.02], [0.02, 0.05, 0.02], [-0.02, 0.05, 0.07], [0.21, -0.02, -0.07], [0.03, -0.20, 0.08], [0.02, 0.03, 0.03], [0.02, -0.01, 0.04], [0.01, -0.01, 0.01], [0.04, 0.03, -0.02], [0.02, -0.07, -0.13], [-0.03, 0.01, 0.01], [0.00, -0.03, 0.00], [0.01, -0.01, -0.01], [0.04, -0.02, 0.01], [0.09, -0.08, -0.01], [0.09, 0.21, 0.32], [-0.30, -0.27, 0.27], [0.00, -0.01, -0.12], [-0.08, -0.15, 0.04], [0.33, 0.24, 0.18], [-0.03, -0.18, -0.07], [-0.06, -0.09, -0.02], [0.07, -0.04, 0.02], [-0.37, 0.00, -0.15], [0.11, -0.43, 0.39], [-0.01, 0.01, 0.00], [-0.01, 0.03, -0.02], [0.02, -0.01, 0.03], [-0.03, 0.01, -0.11], [-0.02, 0.09, -0.07], [-0.07, -0.05, 0.01], [0.05, 0.01, 0.03], [0.00, 0.05, -0.02], [-0.04, 0.00, 0.00], [-0.01, 0.01, 0.01], [-0.33, 0.06, -0.03], [0.89, -0.28, 0.54], [0.00, 0.04, 0.04], [-0.07, -0.03, 0.05]]}

***

What did the fourth record say?
{"formula": "C3H10NOS", "method": "the ωB97M-V functional and the def2-TZVPD basis", "de_lowest_kcal_mol": 31.3, "spin_multiplicity": 1, "homo_lumo_gap_ev": 10.137, "smiles": "[NH3+][C@H](CO)CS", "fmax_ha_per_bohr": 0.108, "charge": 1, "symbols": ["C", "O", "C", "C", "S", "N", "H", "H", "H", "H", "H", "H", "H", "H", "H", "H"], "coordinates": [[1.207, 0.644, -0.642], [0.649, 1.497, -1.657], [-0.051, 0.231, 0.155], [0.356, -0.847, 1.249], [-1.121, -1.831, 1.993], [-1.094, -0.156, -0.834], [1.924, 0.904, 0.192], [1.794, -0.154, -1.103], [1.118, 2.245, -1.856], [-0.460, 1.102, 0.642], [0.891, -0.346, 2.063], [0.757, -1.582, 0.705], [-1.926, -0.879, 2.427], [-2.010, -0.362, -0.531], [-0.953, -1.035, -1.344], [-1.081, 0.568, -1.458]], "atomic_forces_ev_per_a": [[-0.48, -0.29, 0.91], [-1.03, -2.84, 1.51], [1.28, -1.27, 1.41], [-4.54, 3.04, 1.11], [1.25, 0.10, -0.97], [0.74, -3.44, 1.03], [-0.62, 1.36, -1.17], [-0.64, -0.45, -0.28], [2.14, 2.93, -0.69], [-0.02, 0.36, 0.07], [0.25, -0.48, -0.52], [2.53, -2.95, -1.35], [-0.07, 0.72, 0.20], [-1.59, 0.46, 1.46], [1.02, 0.11, -0.10], [-0.21, 2.63, -2.63]]}